No. 1
Below is a cluster of 9 separate species, H18O9 in total at a distorted geometry, with properties calculated with the ωB97M-V functional and the def2-TZVPD basis.

Largest force on an atom, eV/A: 8.40
Kohn-Sham gap, eV: 10.1
HOMO energy, eV: -10.6
Total energy, Eh: -687.8633
Lowest unoccupied orbital energy, eV: -0.5
SMILES: O.O.O.O.O.O.O.O.O

Geometry as XYZ:
```
27
Properties=species:S:1:pos:R:3:nbo_charge:R:1
O 1.305 3.603 -1.995 -0.97
H 1.590 4.393 -1.567 0.47
H 0.657 3.162 -1.452 0.49
O -2.804 -0.487 -1.099 -0.90
H -2.106 -0.118 -1.597 0.46
H -2.666 -1.326 -1.172 0.45
O 0.671 -1.922 3.385 -0.93
H 1.424 -1.302 3.359 0.47
H 0.108 -1.710 2.750 0.47
O 0.406 0.359 0.333 -0.97
H 0.265 -0.515 0.545 0.49
H 0.395 0.584 -0.510 0.49
O -0.344 0.981 2.974 -0.95
H 0.435 1.011 3.465 0.46
H -0.061 0.631 2.101 0.48
O 0.519 0.402 -2.249 -0.96
H 0.647 0.942 -3.067 0.50
H 0.431 -0.445 -2.454 0.47
O -0.428 2.897 0.325 -0.94
H -0.663 1.989 0.533 0.49
H -1.181 3.027 -0.208 0.45
O 0.837 -2.393 -1.466 -0.97
H 0.687 -3.292 -1.119 0.47
H 1.851 -2.381 -1.587 0.51
O -0.745 -2.341 0.794 -0.95
H -0.452 -2.572 -0.178 0.47
H -0.779 -3.176 1.160 0.47
```


No. 2
Below is a cluster of 9 separate species, H18O9 in total at a distorted geometry, with properties calculated with the ωB97M-V functional and the def2-TZVPD basis.

Largest force on an atom, eV/A: 1.00
Kohn-Sham gap, eV: 10.8
HOMO energy, eV: -10.9
Total energy, Eh: -687.9476
Lowest unoccupied orbital energy, eV: -0.2
SMILES: O.O.O.O.O.O.O.O.O

Geometry as XYZ:
```
27
Properties=species:S:1:pos:R:3:nbo_charge:R:1
O 22.146 19.403 7.750 -0.98
H 22.727 19.939 7.199 0.49
H 22.543 18.509 7.741 0.50
O 19.666 20.356 7.653 -1.00
H 20.464 19.816 7.885 0.50
H 19.974 21.265 7.643 0.47
O 19.480 16.211 5.689 -0.94
H 19.447 15.657 6.476 0.47
H 19.360 17.106 6.024 0.47
O 22.623 16.754 7.518 -0.99
H 21.703 17.038 7.387 0.50
H 22.644 15.845 7.188 0.50
O 23.969 16.012 10.117 -0.94
H 23.386 15.402 9.652 0.47
H 23.466 16.832 10.169 0.48
O 19.273 17.291 8.482 -0.98
H 19.077 17.178 9.417 0.48
H 18.958 18.184 8.275 0.50
O 21.931 13.371 8.451 -0.95
H 21.806 12.464 8.751 0.48
H 21.518 13.915 9.130 0.47
O 25.564 17.709 7.506 -0.96
H 26.407 17.312 7.262 0.47
H 24.908 17.044 7.269 0.48
O 25.600 14.817 7.666 -0.97
H 25.238 15.219 8.470 0.49
H 25.324 13.895 7.710 0.47
```


No. 3
Below is a cluster of 9 separate species, H18O9 in total, with properties calculated with the ωB97M-V functional and the def2-TZVPD basis.

Largest force on an atom, eV/A: 0.65
Kohn-Sham gap, eV: 9.2
HOMO energy, eV: -9.4
Total energy, Eh: -687.9521
Lowest unoccupied orbital energy, eV: -0.2
SMILES: O.O.O.O.O.O.O.O.O

Geometry as XYZ:
```
27
Properties=species:S:1:pos:R:3:nbo_charge:R:1
O -2.492 17.170 18.656 -0.98
H -2.455 16.524 19.391 0.51
H -1.576 17.411 18.481 0.47
O -2.010 17.639 22.619 -0.99
H -2.665 18.369 22.579 0.50
H -1.815 17.522 23.554 0.47
O -4.251 19.241 17.892 -0.97
H -4.142 19.922 18.562 0.45
H -3.633 18.535 18.160 0.50
O -2.515 15.312 20.695 -0.97
H -2.402 15.887 21.470 0.50
H -2.222 14.441 20.978 0.48
O -3.721 19.768 22.369 -0.96
H -3.311 20.502 22.841 0.49
H -4.660 19.985 22.333 0.50
O -5.153 17.697 20.336 -0.94
H -5.813 17.256 20.884 0.47
H -4.435 17.910 20.942 0.46
O -7.398 15.727 22.016 -0.96
H -6.911 15.329 22.745 0.49
H -8.254 15.980 22.383 0.48
O -7.206 19.316 18.698 -0.99
H -6.261 19.111 18.752 0.49
H -7.652 18.488 18.931 0.48
O -8.368 16.832 19.685 -0.96
H -7.887 16.415 20.425 0.49
H -9.300 16.777 19.917 0.47
```


No. 4
Below is a cluster of 9 separate species, H18O9 in total at a distorted geometry, with properties calculated with the ωB97M-V functional and the def2-TZVPD basis.

Largest force on an atom, eV/A: 2.86
Expectation value of S²: 0.756
Kohn-Sham gap (alpha / beta), eV: 11.4 / 2.6
HOMO energy (alpha / beta), eV: -14.8 / -14.1
Total energy, Eh: -687.4962
Total charge: +1
Lowest unoccupied orbital energy (alpha / beta), eV: -3.4 / -11.5
2S+1: 2

Geometry as XYZ:
```
27
Properties=species:S:1:pos:R:3:mulliken_spin:R:1
O 2.216 -0.277 -4.320 0.19
H 2.918 -0.038 -3.720 -0.01
H 1.395 0.214 -4.227 -0.01
O 3.078 1.299 2.657 0.19
H 2.246 1.178 2.117 -0.01
H 3.660 0.821 2.003 -0.01
O -0.543 -1.397 1.486 0.10
H -0.418 -1.093 2.389 0.00
H -1.462 -1.658 1.325 0.00
O -3.012 -2.414 1.311 0.00
H -3.297 -3.237 0.913 0.00
H -3.751 -2.203 1.904 0.00
O 1.395 -4.235 0.211 0.34
H 1.417 -3.439 0.798 -0.01
H 1.262 -3.655 -0.576 -0.01
O -1.302 2.464 2.143 0.00
H -1.554 3.368 2.310 0.00
H -1.022 2.314 1.245 0.00
O 1.203 -0.292 -0.222 0.24
H 1.135 0.126 -1.079 -0.01
H 0.357 -0.645 0.106 -0.01
O -0.925 3.705 -0.976 0.00
H -1.246 4.456 -0.464 0.00
H -0.439 3.144 -0.370 0.00
O -0.943 0.290 -2.651 0.00
H -1.415 1.125 -2.628 0.00
H -0.952 0.075 -1.686 0.00
```


No. 5
Below is a cluster of 10 separate species, H19O10 in total at a distorted geometry, with properties calculated with the ωB97M-V functional and the def2-TZVPD basis.

Largest force on an atom, eV/A: 1.56
Expectation value of S²: 0.757
Kohn-Sham gap (alpha / beta), eV: 10.4 / 6.1
HOMO energy (alpha / beta), eV: -11.2 / -11.2
Total energy, Eh: -763.6365
Lowest unoccupied orbital energy (alpha / beta), eV: -0.8 / -5.2
2S+1: 2

Geometry as XYZ:
```
29
Properties=species:S:1:pos:R:3:mulliken_spin:R:1
O -1.440 0.060 -2.872 0.00
H -0.622 0.150 -2.376 0.00
H 0.482 0.521 2.734 -0.01
O -0.718 0.453 1.423 0.26
H -0.708 -0.449 1.081 -0.01
H -3.517 1.066 1.727 0.00
O -2.275 -3.243 -1.897 0.00
H -0.387 1.061 0.681 -0.03
H -1.982 -3.517 -1.025 0.00
O 2.198 2.426 0.525 0.01
H 1.374 -2.423 1.914 0.00
H -2.022 0.787 -2.649 0.00
O 0.916 -3.281 1.810 0.00
H 1.882 0.082 3.207 0.00
H 1.264 2.438 0.281 0.00
O 2.208 1.673 -2.455 0.01
H 2.122 0.824 -2.001 0.00
H 1.889 1.367 -3.307 0.00
O 1.844 -1.139 0.349 0.00
H 1.375 -1.767 -0.203 0.00
H 1.710 -0.225 0.170 0.00
O -0.136 1.773 -0.446 0.80
H -1.029 1.976 -0.764 -0.02
H 0.093 -2.893 2.142 0.00
O 0.945 -0.051 3.377 0.01
H -1.600 -2.672 -2.271 0.00
O -3.710 1.192 0.803 0.00
H 2.779 2.473 -0.231 0.00
H -2.936 1.336 0.273 0.00
```


No. 6
Below is a cluster of 2 separate species, H2 in total, with properties calculated with the ωB97M-V functional and the def2-TZVPD basis.

Largest force on an atom, eV/A: 0.40
Expectation value of S²: 0.756
Kohn-Sham gap (alpha / beta), eV: 11.0 / 7.8
HOMO energy (alpha / beta), eV: -0.6 / -1.3
Total energy, Eh: -1.0292
Total charge: -1
Lowest unoccupied orbital energy (alpha / beta), eV: 10.4 / 6.5
2S+1: 2

Geometry as XYZ:
```
2
Properties=species:S:1:pos:R:3:mulliken_spin:R:1
H 0.198 -0.910 0.309 0.50
H -0.198 0.910 -0.309 0.50
```


No. 7
Below is a cluster of 2 separate species, H2 in total at a distorted geometry, with properties calculated with the ωB97M-V functional and the def2-TZVPD basis.

Largest force on an atom, eV/A: 2.07
Kohn-Sham gap, eV: 6.5
HOMO energy, eV: -9.7
Total energy, Eh: -0.9307
Lowest unoccupied orbital energy, eV: -3.3

Geometry as XYZ:
```
2
Properties=species:S:1:pos:R:3:mulliken_charge:R:1
H 0.000 0.000 1.247 0.00
H 0.000 0.000 -1.247 0.00
```


No. 8
Below is a cluster of 2 separate species, H2 in total at a distorted geometry, with properties calculated with the ωB97M-V functional and the def2-TZVPD basis.

Largest force on an atom, eV/A: 2.43
Kohn-Sham gap, eV: 7.1
HOMO energy, eV: -10.0
Total energy, Eh: -0.9476
Lowest unoccupied orbital energy, eV: -2.9

Geometry as XYZ:
```
2
Properties=species:S:1:pos:R:3:mulliken_charge:R:1
H 0.000 0.000 1.144 0.00
H 0.000 0.000 -1.144 0.00
```


No. 9
Below is a structure of composition H20KrO10, with properties calculated with the ωB97M-V functional and the def2-TZVPD basis.

Largest force on an atom, eV/A: 0.89
Kohn-Sham gap, eV: 9.9
HOMO energy, eV: -10.5
Total energy, Eh: -3518.0002
Lowest unoccupied orbital energy, eV: -0.5

Geometry as XYZ:
```
31
Properties=species:S:1:pos:R:3:nbo_charge:R:1
Kr -0.990 -4.713 2.288 0.00
O 0.198 -1.176 1.588 -0.98
H -0.227 -1.318 0.742 0.50
H 0.698 -0.368 1.473 0.48
O 2.321 -2.988 1.280 -0.97
H 2.600 -3.201 2.170 0.48
H 1.642 -2.323 1.394 0.49
O -0.801 -1.867 -0.902 -0.93
H -1.047 -1.019 -1.271 0.48
H -1.595 -2.179 -0.467 0.48
O 1.751 -4.943 -0.698 -0.96
H 1.660 -4.521 -1.553 0.46
H 1.773 -4.218 -0.074 0.49
O -1.500 -1.603 3.893 -0.96
H -1.116 -1.092 4.606 0.48
H -0.776 -1.743 3.283 0.50
O -2.929 -3.052 5.760 -0.97
H -2.475 -2.661 5.013 0.49
H -3.665 -3.525 5.373 0.46
O -1.473 -7.306 4.584 -0.94
H -1.491 -6.739 5.355 0.46
H -2.332 -7.189 4.179 0.48
O -4.759 -4.576 1.061 -0.95
H -5.536 -4.663 0.508 0.48
H -4.281 -3.836 0.687 0.48
O -2.244 -9.043 1.892 -0.95
H -2.070 -8.995 0.952 0.46
H -2.668 -8.211 2.100 0.48
O -3.743 -6.784 2.591 -0.98
H -4.107 -5.965 2.252 0.51
H -4.506 -7.344 2.733 0.48
```


No. 10
Below is a structure of composition H20KrO10, with properties calculated with the ωB97M-V functional and the def2-TZVPD basis.

Largest force on an atom, eV/A: 0.92
Kohn-Sham gap, eV: 10.6
HOMO energy, eV: -10.5
Total energy, Eh: -3518.0118
Lowest unoccupied orbital energy, eV: 0.1

Geometry as XYZ:
```
31
Properties=species:S:1:pos:R:3:nbo_charge:R:1
Kr 0.223 -0.450 -0.178 0.00
O 2.833 0.344 1.760 -0.97
H 2.459 -0.411 2.215 0.47
H 2.938 0.051 0.855 0.50
O -0.849 0.078 3.372 -0.98
H -0.260 0.727 2.985 0.51
H -0.541 -0.019 4.273 0.47
O -3.371 -0.159 -1.455 -0.96
H -3.699 -1.044 -1.298 0.48
H -4.153 0.357 -1.647 0.49
O -2.229 -2.288 2.497 -0.97
H -3.080 -1.988 2.178 0.46
H -1.765 -1.485 2.735 0.50
O 1.082 2.270 2.652 -0.97
H 1.660 1.844 2.019 0.50
H 1.619 2.375 3.436 0.47
O -1.268 0.286 -3.423 -0.97
H -1.929 0.118 -2.752 0.50
H -0.967 -0.583 -3.687 0.47
O 3.649 -0.046 -1.018 -0.95
H 3.291 -0.470 -1.798 0.48
H 4.558 -0.343 -0.980 0.48
O 1.425 -3.941 -0.889 -0.94
H 0.904 -4.649 -1.269 0.47
H 1.036 -3.793 -0.027 0.47
O 0.224 2.631 -2.735 -0.97
H -0.152 1.790 -2.995 0.49
H 1.070 2.664 -3.183 0.47
O -1.782 2.367 -0.489 -0.95
H -0.916 2.302 -0.892 0.48
H -2.009 1.464 -0.264 0.46
```


What did the tenth record say?
Below is a structure of composition H20KrO10, with properties calculated with the ωB97M-V functional and the def2-TZVPD basis.

Largest force on an atom, eV/A: 0.92
Kohn-Sham gap, eV: 10.6
HOMO energy, eV: -10.5
Total energy, Eh: -3518.0118
Lowest unoccupied orbital energy, eV: 0.1

Geometry as XYZ:
```
31
Properties=species:S:1:pos:R:3:nbo_charge:R:1
Kr 0.223 -0.450 -0.178 0.00
O 2.833 0.344 1.760 -0.97
H 2.459 -0.411 2.215 0.47
H 2.938 0.051 0.855 0.50
O -0.849 0.078 3.372 -0.98
H -0.260 0.727 2.985 0.51
H -0.541 -0.019 4.273 0.47
O -3.371 -0.159 -1.455 -0.96
H -3.699 -1.044 -1.298 0.48
H -4.153 0.357 -1.647 0.49
O -2.229 -2.288 2.497 -0.97
H -3.080 -1.988 2.178 0.46
H -1.765 -1.485 2.735 0.50
O 1.082 2.270 2.652 -0.97
H 1.660 1.844 2.019 0.50
H 1.619 2.375 3.436 0.47
O -1.268 0.286 -3.423 -0.97
H -1.929 0.118 -2.752 0.50
H -0.967 -0.583 -3.687 0.47
O 3.649 -0.046 -1.018 -0.95
H 3.291 -0.470 -1.798 0.48
H 4.558 -0.343 -0.980 0.48
O 1.425 -3.941 -0.889 -0.94
H 0.904 -4.649 -1.269 0.47
H 1.036 -3.793 -0.027 0.47
O 0.224 2.631 -2.735 -0.97
H -0.152 1.790 -2.995 0.49
H 1.070 2.664 -3.183 0.47
O -1.782 2.367 -0.489 -0.95
H -0.916 2.302 -0.892 0.48
H -2.009 1.464 -0.264 0.46
```


> Among the records above, which one has the highest largest force on an atom?

number 1